A structure of composition C34H35BrIrN3O3, computed with the ωB97M-V functional and the def2-TZVPD basis.

Structure (XYZ):
```
77
Properties=species:S:1:pos:R:3:forces:R:3
Ir 0.06024 -0.16127 0.19127 -0.594 -0.353 -0.565
C 4.19027 -1.01291 0.86594 -0.038 -0.031 0.045
C 4.78354 0.18103 0.47188 0.031 0.047 -0.020
C 3.98396 1.26717 0.16316 0.026 0.009 0.119
C 2.60010 1.13593 0.21752 -0.050 0.071 0.028
C 1.98875 -0.08401 0.52266 0.367 -0.147 -0.106
C 2.80885 -1.15267 0.88962 0.063 0.114 0.050
C 1.66144 2.24033 0.02608 0.078 -0.030 0.022
C 2.02965 3.58604 0.27507 0.011 -0.070 -0.158
C 1.06928 4.54021 0.30579 -0.018 0.129 0.010
C -0.27099 4.19931 0.00547 0.006 0.090 -0.022
C -1.31273 5.15566 -0.00664 0.088 -0.012 -0.001
C -2.57466 4.79982 -0.38254 -0.074 -0.072 -0.032
C -2.83222 3.47686 -0.80124 -0.032 0.091 0.006
C -1.84654 2.53197 -0.78049 0.040 0.004 0.063
C -0.55646 2.86191 -0.32148 0.095 -0.239 -0.229
N 0.41432 1.88238 -0.24454 -0.212 0.237 0.444
H 4.81457 -1.84874 1.15896 -0.006 -0.007 -0.028
H 5.86106 0.26490 0.41996 -0.006 0.003 0.020
H 4.43330 2.21032 -0.12570 0.015 -0.023 0.025
H 2.37577 -2.09137 1.20857 0.054 -0.006 -0.015
H 3.06172 3.81359 0.49896 -0.032 0.001 0.024
H 1.31329 5.56755 0.55031 -0.016 -0.011 0.012
H -1.08415 6.17564 0.27855 0.003 -0.011 -0.003
H -3.37237 5.53082 -0.38258 0.009 -0.006 -0.016
H -3.82094 3.20788 -1.15030 0.003 0.006 0.007
H -2.03141 1.52802 -1.12507 -0.004 0.014 0.029
C -6.21626 0.80688 4.42944 -0.002 0.019 0.021
C -5.25885 -0.28253 4.93328 0.021 -0.014 -0.020
C -5.90165 -1.65885 4.71610 0.015 -0.032 0.020
C -5.04824 -0.08214 6.43390 -0.010 -0.012 0.019
C -3.94676 -0.18914 4.15481 -0.012 0.032 -0.031
C -3.94045 -0.40701 2.78194 0.042 -0.074 -0.016
C -2.76620 -0.24580 2.08043 -0.087 0.069 0.061
Br -2.77645 -0.63063 0.21532 0.137 -0.006 -0.215
C -1.56113 0.17843 2.64705 0.364 -0.010 -0.214
O -0.50788 0.54788 1.93159 -0.110 0.593 0.580
C -1.52546 0.26471 4.04906 -0.106 0.020 0.252
C -2.72524 0.11478 4.74482 0.056 -0.041 -0.007
C -0.24522 0.48250 4.88014 -0.061 -0.007 -0.101
C -0.13626 -0.67110 5.89466 -0.008 0.025 -0.012
C 1.05771 0.47148 4.07226 0.073 -0.023 0.035
C -0.33773 1.82237 5.62230 0.007 -0.002 0.005
H -7.15715 0.77894 4.98602 0.012 -0.014 -0.020
H -6.44371 0.67382 3.37020 0.003 0.007 0.011
H -5.77112 1.79606 4.55554 -0.013 -0.006 0.002
H -6.80765 -1.75569 5.31998 -0.001 0.016 -0.022
H -5.21130 -2.45484 5.00169 -0.012 0.005 0.007
H -6.17895 -1.81361 3.67219 0.013 -0.003 0.007
H -6.01151 -0.13439 6.94549 0.008 -0.004 -0.001
H -4.60776 0.89259 6.65255 -0.011 -0.004 0.001
H -4.40299 -0.85559 6.85641 0.002 0.015 -0.010
H -4.83599 -0.70903 2.25387 -0.002 0.020 0.009
H -2.68974 0.22453 5.81947 0.002 0.025 -0.001
H -0.12068 -1.62879 5.37049 0.011 0.011 0.009
H -0.96648 -0.68407 6.60131 -0.009 -0.002 0.002
H 0.78833 -0.57224 6.46927 -0.018 0.007 -0.006
H 1.14241 -0.43184 3.46765 0.021 0.019 0.036
H 1.89321 0.49530 4.77836 0.001 0.008 -0.002
H 1.14113 1.32863 3.40671 0.004 -0.020 0.025
H -1.20030 1.85687 6.29039 -0.003 0.003 -0.005
H -0.42623 2.64696 4.91123 0.004 -0.008 0.009
H 0.56171 1.98390 6.22348 -0.017 -0.012 -0.013
C 1.44741 -3.96358 -2.41732 -0.062 -0.014 0.006
N 0.78872 -3.70577 -1.14346 -0.021 0.062 -0.013
C 0.55321 -4.72181 -0.23856 -0.011 0.000 0.023
C 0.06102 -4.49389 0.98559 -0.017 0.057 -0.037
C -0.22196 -3.12394 1.43660 0.099 -0.059 -0.061
O -0.61581 -2.84111 2.54885 0.007 0.064 0.001
N 0.03016 -2.16611 0.46613 -0.126 -0.350 -0.130
C 0.48729 -2.43482 -0.76001 0.090 -0.299 -0.031
O 0.64499 -1.42518 -1.50915 -0.095 0.108 0.126
H 0.92159 -4.75210 -2.95390 -0.006 0.002 0.000
H 2.48384 -4.26077 -2.25601 0.001 0.007 0.003
H 1.42527 -3.05108 -3.00313 -0.005 0.016 -0.010
H 0.78929 -5.71421 -0.59940 0.013 0.011 0.005
H -0.12854 -5.30263 1.67396 0.012 -0.003 -0.006
```
Forces are in eV/Å.

Values from the calculation:
Total energy in eV: -119322.8548
Net charge: 0
Maximum force in hartree/bohr: 0.0174
Relative energy (zero: lowest compared OMol25 entry of this formula, charge and spin) in kcal per mole: 13.9
Molecular weight in g mol⁻¹: 805.79
HOMO-LUMO gap in eV: 6.80

Atomic partial charges in e from the Löwdin method, atoms 1 to 8:
1 Ir 1.286
2 C -0.077
3 C -0.087
4 C -0.033
5 C -0.183
6 C -0.218
7 C -0.077
8 C -0.197